Entry 1:
175
Properties=species:S:1:pos:R:3 method="wB97M-V/def2-TZVPD" smiles="CCOCCOCCOC[C@H](COC)N(CC(C)C)P(=O)(O)O.Fc1ccccc1.Fc1ccccc1.Fc1ccccc1.Fc1ccccc1.Fc1ccccc1.Fc1ccccc1.Fc1ccccc1.Fc1ccccc1.Fc1ccccc1.Fc1ccccc1" e_tot_ha=-4790.16038 e_lumo_ev=0.3 multiplicity=1 e_above_lowest_kcal_mol=189.2 homo_lumo_gap_ev=9.36
C -4.7598 -3.7285 -2.6976
C -3.5392 -3.7791 -3.8190
O -2.2026 -3.5636 -3.2327
C -1.2637 -4.6284 -3.6390
C -1.4411 -6.0171 -2.7863
O -0.5503 -6.1561 -1.6239
C -0.5724 -4.9480 -0.7657
C 0.0181 -5.2371 0.7711
O 1.1669 -4.3541 1.0233
C 1.0401 -3.6097 2.2847
C 0.7381 -1.9798 2.0637
C -0.1893 -1.7716 0.7313
O -1.5080 -2.4149 1.0417
C -2.5565 -1.9252 0.1340
N 1.9787 -1.1445 2.1479
C 1.8184 0.1623 2.8633
C 0.5215 1.0676 2.4548
C 0.6973 1.9748 1.0965
C 0.3223 2.1681 3.6995
P 2.9441 -1.0778 0.6719
O 4.2989 -0.2854 1.0449
O 2.2486 -0.2174 -0.6698
O 3.5129 -2.6605 0.0988
H -5.7827 -4.0571 -3.2021
H -4.9252 -2.6376 -2.3025
H -4.5649 -4.4698 -1.7873
H -3.5129 -4.8195 -4.3602
H -3.6806 -2.9351 -4.6394
H -0.1689 -4.1798 -3.4891
H -1.3747 -4.7729 -4.8174
H -1.3300 -6.9081 -3.5734
H -2.5522 -6.0427 -2.3731
H 0.1628 -4.1689 -1.2866
H -1.6703 -4.5546 -0.6681
H 0.4600 -6.3436 0.7144
H -0.8319 -5.1816 1.5733
H 2.1187 -3.6410 2.7954
H 0.3040 -4.0728 3.0671
H 0.0547 -1.6806 2.9954
H -0.4060 -0.6419 0.4523
H 0.2780 -2.2538 -0.2521
H -2.6404 -2.6072 -0.8417
H -2.5084 -0.7822 -0.1132
H -3.5911 -2.0943 0.7032
H 1.7019 -0.0897 4.0245
H 2.7658 0.8784 2.8069
H -0.4964 0.4968 2.3837
H 1.8105 2.3784 0.9515
H 0.0139 2.9471 1.1322
H 0.3534 1.3973 0.1135
H -0.3421 1.7104 4.5475
H -0.1514 3.1755 3.3026
H 1.4062 2.3961 4.1405
H 2.1978 -0.9150 -1.4131
H 2.8365 -3.0626 -0.5240
F 0.7447 -1.4635 -3.4984
C 1.4718 -1.2418 -4.6016
C 0.9935 -1.6724 -5.8342
C 1.7478 -1.4373 -6.9837
C 2.9783 -0.7830 -6.8861
C 3.4521 -0.3590 -5.6436
C 2.6925 -0.5844 -4.4959
H 0.0395 -2.1864 -5.8896
H 1.3791 -1.7631 -7.9532
H 3.5684 -0.6037 -7.7823
H 4.4120 0.1463 -5.5696
H 3.0414 -0.2537 -3.5233
F 2.4339 4.5095 1.2242
C 3.2404 5.0806 2.1286
C 3.0053 6.3931 2.5230
C 3.8418 6.9865 3.4684
C 4.9118 6.2634 4.0013
C 5.1426 4.9481 3.5953
C 4.2993 4.3515 2.6583
H 2.1743 6.9420 2.0920
H 3.6617 8.0095 3.7892
H 5.5666 6.7280 4.7354
H 5.9784 4.3887 4.0084
H 4.4588 3.3272 2.3382
F 2.9068 -2.7620 8.5183
C 3.6170 -3.0328 7.4152
C 4.7042 -3.8960 7.4962
C 5.4408 -4.1823 6.3468
C 5.0882 -3.5931 5.1302
C 3.9983 -2.7241 5.0602
C 3.2552 -2.4468 6.2074
H 4.9684 -4.3378 8.4515
H 6.2879 -4.8619 6.3980
H 5.6657 -3.8132 4.2349
H 3.7282 -2.2634 4.1130
H 2.3997 -1.7806 6.1691
F -3.7419 0.6524 -5.8529
C -2.9353 1.2235 -4.9485
C -3.1705 2.5360 -4.5541
C -2.3340 3.1293 -3.6087
C -1.2640 2.4062 -3.0758
C -1.0332 1.0910 -3.4818
C -1.8765 0.4944 -4.4188
H -4.0014 3.0849 -4.9851
H -2.5141 4.1524 -3.2879
H -0.6092 2.8709 -2.3417
H -0.1973 0.5316 -3.0687
H -1.7169 -0.5299 -4.7389
F -4.1689 -5.7913 1.7423
C -4.0491 -5.9249 3.0698
C -3.7034 -4.8201 3.8403
C -3.5835 -4.9577 5.2231
C -3.8004 -6.2023 5.8195
C -4.1420 -7.3064 5.0370
C -4.2727 -7.1659 3.6556
H -3.5306 -3.8632 3.3587
H -3.3213 -4.0983 5.8352
H -3.7024 -6.3101 6.8976
H -4.3063 -8.2750 5.5029
H -4.5463 -8.0116 3.0334
F 2.2667 5.3738 -6.6624
C 2.3865 5.2401 -5.3348
C 2.7322 6.3449 -4.5644
C 2.8520 6.2074 -3.1815
C 2.6352 4.9627 -2.5852
C 2.2935 3.8587 -3.3676
C 2.1629 3.9991 -4.7490
H 2.9050 7.3018 -5.0460
H 3.1143 7.0668 -2.5694
H 2.7332 4.8549 -1.5070
H 2.1293 2.8900 -2.9017
H 1.8892 3.1535 -5.3713
F 1.1551 9.5688 -3.9351
C -0.0017 9.1453 -4.4616
C -0.3724 7.8130 -4.3162
C -1.5792 7.3728 -4.8598
C -2.3974 8.2684 -5.5528
C -2.0141 9.6026 -5.6976
C -0.8127 10.0449 -5.1444
H 0.2798 7.1300 -3.7820
H -1.8819 6.3350 -4.7450
H -3.3365 7.9237 -5.9804
H -2.6506 10.2969 -6.2409
H -0.5037 11.0805 -5.2398
F -4.4788 5.0198 -3.2119
C -4.9244 6.1758 -2.7022
C -4.1107 6.9021 -1.8397
C -4.5722 8.1083 -1.3129
C -5.8481 8.5698 -1.6462
C -6.6593 7.8310 -2.5088
C -6.1931 6.6306 -3.0442
H -3.1259 6.5239 -1.5856
H -3.9407 8.6875 -0.6438
H -6.2094 9.5084 -1.2315
H -7.6535 8.1901 -2.7636
H -6.8070 6.0481 -3.7233
F 8.6178 -5.5691 7.3709
C 9.2801 -4.4298 7.1302
C 9.8770 -4.2344 5.8896
C 10.5623 -3.0462 5.6367
C 10.6524 -2.0701 6.6322
C 10.0542 -2.2777 7.8760
C 9.3595 -3.4612 8.1246
H 9.8037 -5.0073 5.1314
H 11.0258 -2.8805 4.6674
H 11.1908 -1.1454 6.4361
H 10.1292 -1.5184 8.6506
H 8.8810 -3.6353 9.0827
F -8.2556 -4.3140 -2.5846
C -8.4731 -4.5735 -1.2884
C -7.5728 -5.3702 -0.5897
C -7.7961 -5.6364 0.7612
C -8.9243 -5.1112 1.3961
C -9.8249 -4.3168 0.6848
C -9.5953 -4.0417 -0.6630
H -6.7064 -5.7762 -1.1016
H -7.0940 -6.2517 1.3184
H -9.1005 -5.3228 2.4486
H -10.7044 -3.9126 1.1800
H -10.2802 -3.4187 -1.2287



Entry 2:
17
Properties=species:S:1:pos:R:3 method="wB97M-V/def2-TZVPD" charge=+1 e_tot_ha=-964.52714 e_lumo_ev="-4.5 / -8.9" multiplicity=3 homo_lumo_gap_ev="8.14 / 6.14"
C -1.1310 -0.0052 -0.0098
C -0.7555 1.3232 0.0041
C -0.2233 -1.0008 -0.0882
C 0.5807 1.6999 -0.1043
C 1.0896 -0.6182 0.0487
C 1.4704 0.6860 0.0815
N 2.1733 -1.6151 -0.0263
N 3.3475 -1.1359 0.0673
O 4.3958 -1.7410 -0.1187
O 3.9725 1.2312 1.2279
O 3.7928 1.0575 -1.2322
S 3.2723 0.8052 0.0707
H -2.1369 -0.1559 -0.0437
H -1.5874 2.1545 -0.0159
H -0.3812 -1.9995 -0.1260
H 0.7895 2.6886 -0.1673
H 2.0995 -2.6124 -0.3359